Entry 1:
24
Properties=species:S:1:pos:R:3:forces:R:3:mulliken_charge:R:1 method="wB97M-V/def2-TZVPD" e_homo_ha=-0.46995 de_lowest_kcal_mol=19.9 multiplicity=1 charge=+1
C 0.868 -2.039 0.641 0.2308 -0.2048 -0.3465 -0.717
C 1.675 -1.482 -0.522 -0.2385 0.0996 -0.5500 -0.327
S 2.407 -2.898 -1.420 -0.0683 0.3189 0.1039 -0.195
N 0.522 -0.936 1.585 -0.4860 0.5229 -0.3339 -0.088
H 1.419 -2.824 1.154 -0.0527 0.0891 0.2383 0.479
H -0.057 -2.448 0.243 -0.0626 -0.1305 0.2178 0.345
H 2.419 -0.732 -0.248 0.2450 -0.2860 0.3730 0.410
H 0.998 -0.956 -1.190 -0.1260 -0.0229 -0.1377 0.085
H 2.456 -2.285 -2.613 0.0066 -0.0679 0.0725 0.173
H 0.218 -1.224 2.514 0.2433 -0.2542 0.0643 0.362
H -0.306 -0.390 1.173 0.4323 -0.1127 -0.0911 -0.159
H 1.321 -0.304 1.650 -0.1503 0.0325 0.3120 0.393
C -0.164 2.423 0.956 0.3826 0.1000 0.1006 -1.057
C -1.484 2.239 0.234 -0.3582 -0.1769 0.5013 -0.368
S -1.968 0.466 0.084 0.1959 0.2979 -0.0312 -0.104
C -1.798 0.172 -1.699 0.1611 0.2140 0.2123 -0.888
H 0.037 3.476 1.159 -0.0668 0.0390 -0.1534 0.377
H 0.692 2.036 0.397 -0.0726 -0.0309 -0.0927 0.247
H -0.180 1.948 1.940 -0.0952 -0.0734 -0.0316 0.292
H -1.522 2.719 -0.741 0.1093 -0.1686 -0.1141 0.396
H -2.267 2.702 0.836 -0.0706 -0.0462 -0.0985 0.343
H -2.705 0.521 -2.180 0.0109 -0.0891 -0.1828 0.351
H -0.933 0.707 -2.086 -0.0009 0.0398 -0.0301 0.290
H -1.649 -0.890 -1.869 -0.1689 -0.0897 -0.0024 0.362



Entry 2:
23
Properties=species:S:1:pos:R:3:forces:R:3:mulliken_charge:R:1 method="wB97M-V/def2-TZVPD" e_homo_ha=-0.37388 de_lowest_kcal_mol=36.1 multiplicity=1
C 2.273 1.198 0.000 -1.2343 0.4262 -1.2891 -1.235
C 1.868 -0.244 0.225 -4.0333 -0.4104 2.7334 -0.370
C 0.826 -0.918 -0.803 -2.8650 1.7854 0.7295 0.538
C -0.229 -1.883 -0.132 -0.7540 0.5702 -0.1710 -1.304
C -0.136 0.144 -1.534 1.0488 0.7767 1.1043 -1.265
H 1.390 1.864 0.080 -0.1339 -0.6445 -0.5993 0.272
H 2.636 1.286 -1.061 0.4093 0.5309 1.2812 0.291
H 2.792 1.671 0.831 1.2400 -0.5570 -0.3764 0.384
H 1.262 -0.202 1.321 1.5198 -0.4412 -2.7876 0.080
H 2.649 -0.959 0.362 0.8877 -0.1666 0.0811 0.419
H 1.296 -1.565 -1.510 0.8181 0.0588 -0.7466 0.286
H -0.698 -2.617 -0.836 1.0980 0.2601 0.3727 0.396
H 0.273 -2.325 0.704 -0.0366 -0.9111 0.4783 0.398
H -1.171 -1.410 0.266 1.2776 0.2645 -0.1354 0.181
H 0.430 0.919 -2.104 -0.4775 -0.5383 0.2866 0.299
H -0.865 -0.323 -2.173 0.0777 -0.5492 -0.5739 0.464
H -0.814 0.669 -0.791 1.2084 -0.5089 -0.4432 0.190
O -1.092 0.220 2.461 -1.2409 -0.7986 -1.1796 -0.602
H -0.818 0.872 3.095 -0.4761 0.5899 0.2763 0.279
H -2.021 0.356 2.114 1.6878 0.2759 0.8263 0.308
O -3.225 0.950 0.175 -0.2639 -1.1107 0.9763 -0.610
H -3.660 0.504 -0.548 -0.1292 -0.1274 -0.2939 0.300
H -2.965 1.793 -0.142 0.3715 1.2252 -0.5501 0.301



Entry 3:
23
Properties=species:S:1:pos:R:3:forces:R:3:mulliken_charge:R:1 method="wB97M-V/def2-TZVPD" e_homo_ha=-0.41120 de_lowest_kcal_mol=7.4 multiplicity=1
C 2.387 -0.852 -0.643 0.0587 -0.2009 0.3068 -1.057
C 1.114 -0.783 -1.458 -0.7548 -0.2258 -0.3243 -0.453
C 0.073 0.177 -0.874 0.3459 0.2627 0.0300 -0.518
C -0.428 -0.151 0.523 -0.4333 -0.8277 0.1927 -0.656
C -1.483 -1.266 0.503 -0.1037 0.4136 0.0732 -1.587
H 3.203 -1.300 -1.205 0.0388 -0.0687 -0.0340 0.358
H 2.235 -1.456 0.258 0.0964 0.0575 -0.0864 0.269
H 2.710 0.131 -0.306 0.0344 0.1345 -0.0486 0.257
H 0.674 -1.779 -1.572 0.0562 -0.0595 0.1351 0.274
H 1.305 -0.471 -2.488 0.1951 0.1471 0.0434 0.335
H 0.552 1.146 -0.864 0.2024 0.5347 0.0751 0.419
H -0.776 0.307 -1.547 -0.0783 -0.1876 -0.0772 0.395
H 0.375 -0.505 1.170 0.2109 0.2679 0.0374 0.435
H -0.888 0.701 1.024 0.1514 0.3081 -0.1584 0.468
H -2.087 -1.245 1.409 0.0242 -0.0940 0.1221 0.374
H -2.160 -1.101 -0.338 -0.0423 -0.2626 -0.0842 0.374
H -1.028 -2.248 0.433 -0.0355 -0.1965 -0.2153 0.394
O 1.920 1.797 1.930 -0.3420 0.0600 -0.2872 -0.627
H 1.850 2.741 2.108 0.0604 -0.0404 0.0383 0.295
H 1.180 1.619 1.327 0.2989 0.0014 0.2600 0.272
O -3.425 1.866 0.168 0.1401 0.0243 -0.0240 -0.652
H -2.965 1.025 0.068 -0.1340 0.0333 0.0291 0.323
H -4.338 1.647 0.373 0.0102 -0.0814 -0.0036 0.308



Entry 4:
24
Properties=species:S:1:pos:R:3:forces:R:3:mulliken_charge:R:1 method="wB97M-V/def2-TZVPD" e_homo_ha=-0.34424 de_lowest_kcal_mol=55.8 multiplicity=1
C -1.646 1.204 -1.505 -3.2163 -0.3830 5.2203 -0.941
C -0.596 1.358 -0.420 2.9531 -1.4561 0.4431 -0.538
C 0.153 0.242 0.010 -5.1894 1.2223 -2.6651 -0.342
C 1.023 -0.017 1.127 1.7730 -0.8890 -0.3036 0.157
C 2.443 -0.292 0.504 -0.6218 -2.9495 0.4264 -1.250
H -2.330 0.310 -1.157 1.1781 1.6239 -0.9520 0.222
H -1.214 0.958 -2.362 1.5485 -0.9021 -4.0724 0.332
H -2.310 2.091 -1.570 0.5886 -0.5112 -0.1777 0.347
H -0.149 2.372 -0.289 -0.8770 -0.6155 0.6957 0.424
H -0.201 -0.709 -0.526 0.5913 1.1815 0.8367 0.117
H 0.932 0.719 1.904 0.4045 0.4349 0.3638 0.379
H 0.682 -0.996 1.506 0.1787 0.4900 0.2235 0.161
H 3.107 0.529 0.363 0.3374 0.7367 0.2817 0.340
H 2.233 -0.693 -0.533 0.4596 0.2346 1.1066 0.348
H 2.922 -1.166 1.101 -0.3997 1.7141 -1.0482 0.312
O -0.505 -3.044 0.476 -1.4682 1.8137 -1.4422 -0.644
H -0.227 -3.438 1.261 0.8362 -1.2177 1.9526 0.303
H -1.186 -2.403 0.790 0.4760 -0.5623 -0.4227 0.327
O -2.380 -0.582 1.848 -3.1068 1.6492 -0.4653 -0.613
H -3.157 0.061 1.648 0.7479 -2.3632 0.8235 0.361
H -1.809 0.102 1.551 2.4533 0.6183 -0.4465 0.267
O 1.889 1.670 -2.083 -1.2354 -0.6821 1.5198 -0.660
H 1.087 1.595 -2.586 -0.2335 0.4516 -2.0816 0.367
H 1.322 1.337 -1.327 1.8218 0.3609 0.1835 0.225